No. 1
{"formula": "C5H16N2O3", "method": "wB97M-V/def2-TZVPD", "symbols": ["C", "N", "C", "N", "C", "C", "C", "O", "H", "H", "H", "H", "H", "H", "H", "H", "H", "H", "H", "H", "H", "H", "O", "H", "H", "O"], "xyz": [[-0.185, -1.005, -1.078], [-0.810, -1.902, -0.116], [-0.889, -1.373, 1.230], [0.339, -1.486, 2.000], [-1.038, 0.210, -1.464], [-0.314, 1.570, -1.450], [0.549, 2.014, -0.301], [1.341, 1.304, 0.264], [0.143, -1.605, -1.934], [0.741, -0.662, -0.639], [-1.677, -2.314, -0.428], [-1.215, -0.328, 1.207], [-1.672, -1.882, 1.790], [1.114, -1.448, 1.342], [0.405, -2.428, 2.372], [-1.933, 0.250, -0.838], [-1.420, 0.094, -2.472], [0.362, 1.592, -2.314], [-1.019, 2.354, -1.727], [0.501, 3.094, -0.059], [3.450, 0.633, -1.399], [2.652, -0.500, -0.897], [3.099, -0.215, -1.702], [-0.228, 0.812, 2.774], [-1.512, 1.745, 2.641], [-0.785, 1.476, 3.200]], "e_tot_ha": -535.3025, "max_force_ha_per_bohr": 0.016, "homo_lumo_gap_ev": 9.53, "e_above_lowest_ev": 2.073}

---

No. 2
{"formula": "C30H48LaP2", "method": "wB97M-V/def2-TZVPD", "symbols": ["La", "C", "C", "C", "C", "C", "C", "H", "H", "H", "C", "H", "H", "H", "C", "H", "H", "H", "C", "H", "H", "H", "C", "H", "H", "H", "C", "C", "C", "C", "C", "C", "C", "C", "H", "H", "H", "H", "H", "H", "H", "H", "H", "H", "H", "H", "P", "C", "C", "P", "C", "C", "C", "H", "H", "H", "H", "H", "H", "H", "H", "H", "H", "H", "H", "H", "H", "C", "C", "C", "C", "C", "C", "C", "H", "H", "H", "H", "H", "H", "H"], "xyz": [[-0.187, -0.645, 0.016], [0.538, 0.618, 2.323], [-0.139, 1.676, 1.643], [-1.687, 0.001, 2.072], [-0.417, -0.413, 2.605], [-1.498, 1.287, 1.462], [1.982, 0.576, 2.655], [2.565, 1.254, 2.020], [2.411, -0.428, 2.515], [2.163, 0.868, 3.705], [-0.131, -1.769, 3.134], [0.917, -1.880, 3.416], [-0.326, -2.574, 2.399], [-0.767, -1.990, 4.004], [-2.926, -0.815, 2.059], [-3.440, -0.768, 3.030], [-2.739, -1.880, 1.846], [-3.627, -0.488, 1.281], [-2.551, 2.079, 0.780], [-3.191, 2.601, 1.513], [-3.208, 1.453, 0.156], [-2.124, 2.834, 0.114], [0.457, 2.964, 1.219], [0.291, 3.752, 1.971], [0.027, 3.327, 0.277], [1.539, 2.890, 1.067], [4.678, 0.216, -5.146], [5.153, 1.251, -4.437], [5.218, 2.683, -4.856], [4.196, 3.153, -5.935], [2.768, 2.831, -5.635], [2.111, 1.701, -5.944], [2.657, 0.535, -6.694], [4.186, 0.261, -6.555], [6.228, 2.925, -5.224], [4.523, 2.808, -6.924], [5.071, 3.313, -3.966], [4.744, 0.964, -7.185], [4.731, -0.795, -4.719], [5.660, 1.047, -3.484], [4.354, -0.737, -6.991], [2.127, -0.371, -6.367], [1.031, 1.649, -5.772], [2.438, 0.634, -7.770], [4.278, 4.253, -5.962], [2.208, 3.667, -5.189], [2.281, -0.098, -1.371], [3.382, -1.518, -1.690], [3.472, 1.265, -1.546], [-0.385, 0.820, -2.494], [1.300, 0.113, -2.969], [-0.242, 2.494, -3.187], [-1.544, 0.085, -3.696], [2.823, -2.461, -1.650], [4.137, -1.539, -0.892], [3.864, -1.402, -2.666], [3.937, 1.186, -2.537], [4.244, 1.173, -0.767], [2.985, 2.247, -1.445], [-1.159, 0.259, -4.707], [-2.518, 0.581, -3.571], [-1.685, -0.990, -3.525], [1.193, -0.843, -3.495], [1.812, 0.842, -3.620], [-1.236, 2.967, -3.163], [0.122, 2.426, -4.222], [0.452, 3.103, -2.587], [-0.333, -2.984, -0.988], [-1.495, -3.674, -0.448], [-1.388, -4.716, 0.527], [-2.531, -5.374, 0.983], [-3.802, -5.013, 0.517], [-3.926, -3.960, -0.405], [-2.795, -3.309, -0.893], [0.627, -3.473, -0.807], [-0.439, -2.652, -2.031], [-0.398, -5.002, 0.891], [-2.440, -6.193, 1.705], [-4.687, -5.547, 0.857], [-4.919, -3.669, -0.763], [-2.887, -2.527, -1.656]], "e_tot_ha": -1885.9707, "max_force_ha_per_bohr": 0.036, "homo_lumo_gap_ev": 6.15, "total_charge": 1, "e_above_lowest_ev": 0.000}